*i*
The molecule C20H23NO4. Source: the Open Molecules 2025 dataset; level of theory: wB97M-V/def2-TZVPD.

```
48
C20H23NO4 wB97M-V/def2-TZVPD
C 1.93 4.73 3.37
C 1.12 4.49 2.10
C 1.42 3.12 1.50
O 0.63 2.97 0.34
C 0.67 1.79 -0.33
C 1.46 0.70 0.01
C 1.39 -0.47 -0.73
C 0.54 -0.58 -1.82
C 0.40 -1.95 -2.46
C -0.14 -1.98 -3.89
C -1.53 -1.44 -4.14
O -1.85 -0.80 -5.10
O -2.43 -1.80 -3.21
N -0.43 -2.75 -1.57
C 0.10 -3.48 -0.55
O 1.26 -3.85 -0.52
C -0.90 -3.72 0.57
C -1.03 -2.38 1.25
C -0.06 -1.97 2.16
C -0.11 -0.71 2.72
C -1.12 0.17 2.36
C -2.09 -0.23 1.46
C -2.04 -1.50 0.91
C -0.23 0.52 -2.18
C -0.16 1.69 -1.45
H 2.99 4.68 3.16
H 1.69 3.99 4.12
H 1.70 5.71 3.77
H 1.36 5.25 1.35
H 0.05 4.55 2.31
H 2.49 3.04 1.25
H 1.17 2.33 2.23
H 2.13 0.74 0.86
H 1.99 -1.31 -0.44
H 1.38 -2.44 -2.46
H -0.16 -3.02 -4.22
H 0.54 -1.43 -4.55
H -3.31 -1.46 -3.46
H -1.37 -2.42 -1.47
H -0.49 -4.47 1.25
H -1.85 -4.06 0.17
H 0.74 -2.65 2.42
H 0.65 -0.40 3.43
H -1.16 1.16 2.79
H -2.88 0.44 1.18
H -2.82 -1.81 0.22
H -0.88 0.49 -3.04
H -0.76 2.55 -1.72
```

Orbital gap   8.8 eV
Molecular weight   341.41 g/mol
SMILES   CCCOc1ccc([C@H](CC(=O)O)NC(=O)Cc2ccccc2)cc1
LUMO level   0.48 eV
HOMO level   -0.3066 hartree

Just the Löwdin charges please, in e? Sure, here they are: number 1, C, carries -0.11; number 2, C, carries -0.23; number 3, C, carries -0.23; number 4, O, carries -0.04; number 5, C, carries -0.27; number 6, C, carries -0.01; number 7, C, carries -0.02; number 8, C, carries -0.16; number 9, C, carries -0.24; number 10, C, carries -0.03; number 11, C, carries -0.55; number 12, O, carries 0.11; number 13, O, carries 0.10; number 14, N, carries 0.11; number 15, C, carries -0.49; number 16, O, carries 0.07; number 17, C, carries -0.05; number 18, C, carries -0.23; number 19, C, carries -0.04; number 20, C, carries -0.09; number 21, C, carries -0.10; number 22, C, carries -0.07; number 23, C, carries -0.05; number 24, C, carries -0.01; number 25, C, carries 0.01; number 26, H, carries 0.07; number 27, H, carries 0.07; number 28, H, carries 0.07; number 29, H, carries 0.11; number 30, H, carries 0.11; number 31, H, carries 0.13; number 32, H, carries 0.12; number 33, H, carries 0.11; number 34, H, carries 0.12; number 35, H, carries 0.15; number 36, H, carries 0.14; number 37, H, carries 0.14; number 38, H, carries 0.14; number 39, H, carries 0.11; number 40, H, carries 0.13; number 41, H, carries 0.12; number 42, H, carries 0.12; number 43, H, carries 0.10; number 44, H, carries 0.10; number 45, H, carries 0.11; number 46, H, carries 0.11; number 47, H, carries 0.10; number 48, H, carries 0.12

=====

*ii*
A cluster of 2 separate species, C20H23NO4 in total. Source: the Open Molecules 2025 dataset; level of theory: wB97M-V/def2-TZVPD.

```
48
C20H23NO4 wB97M-V/def2-TZVPD
C -2.90 2.60 0.55
H -3.89 3.12 0.20
O -2.33 2.40 -0.64
C -1.08 1.55 -0.69
C -0.45 0.92 0.34
C 0.77 0.30 0.49
C 1.44 0.09 -0.72
C 0.67 0.31 -1.86
C -0.45 1.12 -1.83
O -0.87 1.62 -3.16
C -2.21 2.13 -3.12
C -3.27 1.10 -2.75
C -4.47 1.70 -2.75
C -5.61 1.02 -2.05
C -5.38 -0.50 -2.01
C -4.02 -0.84 -2.24
C -3.02 -0.06 -2.86
H -2.05 -0.50 -2.97
H -4.13 -2.02 -2.14
H -6.14 -0.91 -1.54
H -6.50 1.32 -1.90
H -4.58 2.95 -2.50
H -2.25 2.30 -4.30
H -2.19 3.27 -2.75
H 0.97 -0.04 -2.73
H 2.05 -0.66 -0.78
C 1.25 -0.22 1.68
O 0.30 -0.37 2.91
N 2.60 -0.40 1.93
H 3.07 -0.36 1.03
C 3.02 -1.16 3.11
H 3.94 -0.62 3.36
H 2.30 -1.17 3.84
C 3.71 -2.53 2.54
C 4.46 -3.18 3.75
H 4.14 -4.22 3.89
C 5.77 -2.95 3.45
H 6.13 -1.55 3.95
C 5.84 -2.78 2.01
H 6.08 -3.75 1.76
O 4.57 -2.18 1.49
H 6.71 -1.93 1.71
H 6.67 -3.50 3.92
H 4.18 -2.82 4.67
H 2.82 -3.21 2.38
H -1.02 1.30 1.36
H -2.32 3.12 1.20
H -3.20 1.61 0.77
```

Orbital gap   8.4 eV
Molecular weight   341.41 g/mol
LUMO level   -0.09 eV
HOMO level   -0.3136 hartree

Just the Löwdin charges please, in e? Sure, here they are: number 1, C, carries -0.12; number 2, H, carries 0.14; number 3, O, carries -0.16; number 4, C, carries -0.08; number 5, C, carries 0.04; number 6, C, carries -0.19; number 7, C, carries 0.03; number 8, C, carries 0.03; number 9, C, carries -0.15; number 10, O, carries -0.07; number 11, C, carries -0.16; number 12, C, carries -0.41; number 13, C, carries -0.03; number 14, C, carries 0.05; number 15, C, carries -0.03; number 16, C, carries -0.05; number 17, C, carries -0.07; number 18, H, carries 0.13; number 19, H, carries 0.14; number 20, H, carries 0.03; number 21, H, carries 0.01; number 22, H, carries 0.19; number 23, H, carries 0.17; number 24, H, carries 0.17; number 25, H, carries 0.08; number 26, H, carries 0.06; number 27, C, carries -0.18; number 28, O, carries -0.22; number 29, N, carries 0.07; number 30, H, carries 0.12; number 31, C, carries -0.07; number 32, H, carries 0.12; number 33, H, carries 0.08; number 34, C, carries -0.29; number 35, C, carries -0.22; number 36, H, carries 0.13; number 37, C, carries -0.26; number 38, H, carries 0.21; number 39, C, carries -0.20; number 40, H, carries 0.09; number 41, O, carries -0.08; number 42, H, carries 0.19; number 43, H, carries 0.15; number 44, H, carries 0.10; number 45, H, carries 0.16; number 46, H, carries 0.18; number 47, H, carries 0.07; number 48, H, carries 0.09

=====

Each structure's energy above the most stable one, in kcal/mol: *i* 0.0; *ii* 395.5.

=====

*i*
A cluster of 6 separate species, CH14O6 in total. Source: the Open Molecules 2025 dataset; level of theory: wB97M-V/def2-TZVPD.

```
21
CH14O6 wB97M-V/def2-TZVPD
C 1.61 -2.25 1.94
O 1.66 -0.83 1.92
H 2.63 -2.62 2.07
H 0.98 -2.61 2.76
H 1.24 -2.68 1.00
H 0.93 -0.52 1.37
O -2.65 -1.29 -0.54
H -1.74 -0.98 -0.48
H -2.63 -2.12 -1.01
O -1.54 2.75 0.81
H -0.87 2.99 0.16
H -2.38 2.82 0.35
O 0.38 3.32 -1.40
H 1.07 3.23 -2.06
H 0.35 4.25 -1.17
O 0.75 -1.59 -2.30
H 0.09 -1.52 -1.61
H 1.31 -2.32 -2.03
O -0.33 0.28 0.14
H -0.88 0.89 0.66
H 0.00 0.81 -0.59
```

Orbital gap   10.0 eV
Molecular weight   122.12 g/mol
SMILES   CO.O.O.O.O.O
LUMO level   0.13 eV
HOMO level   -0.3614 hartree

Just the Löwdin charges please, in e? Sure, here they are: number 1, C, carries -0.17; number 2, O, carries -0.13; number 3, H, carries 0.07; number 4, H, carries 0.07; number 5, H, carries 0.07; number 6, H, carries 0.02; number 7, O, carries -0.06; number 8, H, carries -0.02; number 9, H, carries 0.03; number 10, O, carries -0.04; number 11, H, carries 0.00; number 12, H, carries 0.06; number 13, O, carries -0.04; number 14, H, carries 0.06; number 15, H, carries 0.06; number 16, O, carries -0.05; number 17, H, carries 0.00; number 18, H, carries 0.04; number 19, O, carries -0.05; number 20, H, carries 0.05; number 21, H, carries 0.05

=====

*ii*
A cluster of 6 separate species, CH14O6 in total. Source: the Open Molecules 2025 dataset; level of theory: wB97M-V/def2-TZVPD.

```
21
CH14O6 wB97M-V/def2-TZVPD
C -1.58 -1.18 1.38
O -0.45 -2.03 1.15
H -1.83 -0.58 0.50
H -2.48 -1.73 1.63
H -1.31 -0.42 2.13
H -0.48 -2.66 1.88
O -0.47 3.25 -0.88
H 0.01 3.98 -1.29
H 0.15 2.86 -0.24
O 1.34 2.64 1.35
H 1.67 3.52 1.58
H 1.36 2.15 2.19
O -0.02 -0.29 -3.18
H -0.26 0.43 -3.78
H -0.02 0.12 -2.29
O 0.64 0.19 -0.46
H 0.26 -0.57 0.01
H 0.78 0.86 0.22
O 1.16 -3.80 -0.60
H 0.77 -3.47 -1.41
H 0.77 -3.25 0.10
```

Orbital gap   10.5 eV
Molecular weight   122.12 g/mol
SMILES   CO.O.O.O.O.O
LUMO level   -0.01 eV
HOMO level   -0.3861 hartree

Just the Löwdin charges please, in e? Sure, here they are: number 1, C, carries -0.13; number 2, O, carries -0.15; number 3, H, carries 0.09; number 4, H, carries 0.09; number 5, H, carries 0.08; number 6, H, carries 0.10; number 7, O, carries -0.07; number 8, H, carries 0.03; number 9, H, carries -0.02; number 10, O, carries -0.04; number 11, H, carries 0.07; number 12, H, carries 0.06; number 13, O, carries -0.08; number 14, H, carries 0.03; number 15, H, carries -0.01; number 16, O, carries -0.04; number 17, H, carries 0.01; number 18, H, carries 0.01; number 19, O, carries -0.06; number 20, H, carries 0.04; number 21, H, carries -0.01

=====

Each structure's energy above the most stable one, in kcal/mol: *i* 0.0; *ii* 7.1.

=====

*i*
The molecule H4NOPS2. Source: the Open Molecules 2025 dataset; level of theory: wB97M-V/def2-TZVPD.

```
9
H4NOPS2 wB97M-V/def2-TZVPD
N -0.06 0.64 1.36
P 0.34 -0.24 -0.04
O -0.13 0.80 -1.51
S 2.14 -0.78 0.11
S -1.30 -1.66 -0.32
H 0.65 0.80 2.20
H -0.98 0.29 1.63
H 0.44 1.51 -1.79
H -1.10 -1.36 -1.64
```

Orbital gap   9.4 eV
Molecular weight   129.15 g/mol
SMILES   N[P@@](O)(=S)S
LUMO level   0.15 eV
HOMO level   -0.3416 hartree

Just the Löwdin charges please, in e? Sure, here they are: number 1, N, carries -0.22; number 2, P, carries -0.05; number 3, O, carries -0.36; number 4, S, carries 0.21; number 5, S, carries 0.44; number 6, H, carries 0.12; number 7, H, carries 0.00; number 8, H, carries 0.02; number 9, H, carries -0.16

=====

*ii*
A cluster of 2 separate species, H4NOPS2 in total. Source: the Open Molecules 2025 dataset; level of theory: wB97M-V/def2-TZVPD.

```
9
H4NOPS2 wB97M-V/def2-TZVPD
N 0.33 0.62 -0.86
O 1.87 -1.36 -1.06
P 1.72 0.13 -0.38
S 3.36 0.53 0.52
S -2.61 0.56 1.54
H 0.11 1.42 -0.34
H 1.12 -1.79 -1.60
H -3.74 0.03 1.64
H -2.16 -0.16 0.54
```

Orbital gap   9.8 eV
Molecular weight   129.15 g/mol
LUMO level   -0.07 eV
HOMO level   -0.3626 hartree

Just the Löwdin charges please, in e? Sure, here they are: number 1, N, carries -0.20; number 2, O, carries -0.33; number 3, P, carries 0.20; number 4, S, carries 0.28; number 5, S, carries 0.52; number 6, H, carries -0.05; number 7, H, carries 0.11; number 8, H, carries -0.30; number 9, H, carries -0.25

=====

Each structure's energy above the most stable one, in kcal/mol: *i* 0.0; *ii* 21.5.

=====

*i*
A cluster of 2 separate species, C2H2FNO in total. Source: the Open Molecules 2025 dataset; level of theory: wB97M-V/def2-TZVPD.

```
7
C2H2FNO wB97M-V/def2-TZVPD
O 0.68 1.83 -0.78
C 0.62 0.75 -1.15
F 1.30 -0.30 -0.61
H 0.04 0.44 -2.00
C -0.84 -0.97 1.62
N -1.34 -1.59 0.79
H -0.45 -0.15 2.14
```

Orbital gap   13.1 eV
Molecular weight   75.04 g/mol
SMILES   O=CF.C#N
LUMO level   1.00 eV
HOMO level   -0.4465 hartree

Just the Löwdin charges please, in e? Sure, here they are: number 1, O, carries 0.15; number 2, C, carries -0.35; number 3, F, carries 0.03; number 4, H, carries 0.13; number 5, C, carries -0.08; number 6, N, carries 0.06; number 7, H, carries 0.05

=====

*ii*
A structure of composition C2H2FNO. Source: the Open Molecules 2025 dataset; level of theory: wB97M-V/def2-TZVPD.

```
7
C2H2FNO wB97M-V/def2-TZVPD
C -0.66 0.51 0.54
C -0.28 -0.39 -0.54
N -0.62 1.00 -0.65
O 1.52 -0.82 -0.36
F 1.95 0.07 0.55
H -1.10 0.69 1.60
H -0.81 -1.06 -1.14
```

Orbital gap   10.5 eV
Molecular weight   75.04 g/mol
LUMO level   0.33 eV
HOMO level   -0.3728 hartree

Just the Löwdin charges please, in e? Sure, here they are: number 1, C, carries -0.05; number 2, C, carries -0.09; number 3, N, carries 0.15; number 4, O, carries -0.12; number 5, F, carries -0.14; number 6, H, carries 0.16; number 7, H, carries 0.10

=====

Each structure's energy above the most stable one, in kcal/mol: *i* 0.0; *ii* 146.3.